[1]
DFT (ωB97M-V/def2-TZVPD) results for a 15-piece molecular cluster, C47H121N3O15 overall in a non-equilibrium geometry.

XYZ file:
```
186
C47H121N3O15 | OMol25 | ωB97M-V/def2-TZVPD
C -4.9306 0.6037 -7.2815
C -6.1432 1.5818 -7.5075
C -7.3729 0.6501 -7.1594
C -8.7094 1.3584 -6.9570
C -8.5500 2.4762 -5.8488
C -7.2966 3.4419 -6.0611
N -6.1071 2.7032 -6.6005
O -4.9376 3.4468 -6.7870
C -7.6550 4.5779 -7.0811
C -7.0549 4.0760 -4.6658
C -6.3255 1.9445 -9.0271
H -4.9019 0.3330 -6.2260
H -4.0460 1.1853 -7.5409
H -4.9713 -0.2424 -7.9675
H -7.4869 -0.0861 -7.9551
H -7.2172 0.1983 -6.1797
H -9.4785 0.6645 -6.6176
H -9.0949 1.8125 -7.8698
H -8.5077 1.9969 -4.8707
H -9.5319 2.9461 -5.7932
H -7.8624 4.3289 -8.1218
H -8.4756 5.2419 -6.8094
H -6.8074 5.2614 -7.1302
H -6.7547 5.1144 -4.8063
H -7.9624 4.0773 -4.0621
H -6.2909 3.6543 -4.0127
H -5.4527 2.5305 -9.3151
H -7.2240 2.5112 -9.2715
H -6.2935 1.0378 -9.6312
H -4.3139 3.0459 -6.1772
C -8.1229 -7.5231 2.5774
C -8.6631 -6.0268 2.3697
C -8.2956 -5.1989 3.6204
C -6.8227 -4.7081 3.6812
C -6.4719 -4.0606 2.3638
C -6.8558 -4.8257 0.9963
N -8.2152 -5.3891 1.1397
O -8.7125 -5.8876 -0.0284
C -6.7835 -3.7474 -0.0836
C -5.7504 -5.8706 0.6735
C -10.2109 -6.0715 2.3436
H -8.7594 -8.0544 3.2850
H -7.0926 -7.5566 2.9316
H -8.2621 -8.0529 1.6350
H -8.9899 -4.3603 3.6751
H -8.4508 -5.8525 4.4787
H -6.1457 -5.5536 3.8034
H -6.6313 -4.0527 4.5309
H -5.3868 -3.9600 2.3425
H -6.9213 -3.0689 2.3103
H -7.2673 -4.1640 -0.9670
H -7.3591 -2.8745 0.2242
H -5.7599 -3.5164 -0.3788
H -5.3058 -6.4026 1.5146
H -6.1398 -6.5991 -0.0377
H -4.8945 -5.4990 0.1100
H -10.6911 -6.2018 3.3134
H -10.5699 -6.7456 1.5659
H -10.5718 -5.1074 1.9852
H -9.3312 -5.2069 -0.3030
C 0.3741 -0.2258 0.3478
C 1.3029 0.9488 -0.1903
C 1.3011 2.1463 0.8104
C 2.3325 1.9455 1.9686
C 3.7506 1.6007 1.3321
C 3.7146 0.3829 0.4080
N 2.6497 0.5473 -0.6325
O 2.7398 -0.3799 -1.6538
C 5.0999 0.2953 -0.2904
C 3.5977 -0.8435 1.3125
C 0.6300 1.5152 -1.5119
H 0.4806 -1.1451 -0.2281
H -0.6723 0.0648 0.2547
H 0.6439 -0.4683 1.3756
H 1.5818 3.0977 0.3588
H 0.2918 2.3501 1.1679
H 1.9712 1.1392 2.6069
H 2.4044 2.7994 2.6423
H 4.4162 1.3048 2.1431
H 4.0839 2.4910 0.7988
H 5.2516 -0.6620 -0.7890
H 5.3876 1.1210 -0.9412
H 5.8413 0.2210 0.5052
H 4.4522 -0.9783 1.9758
H 2.6666 -0.8651 1.8787
H 3.5250 -1.7457 0.7052
H -0.3518 1.9706 -1.3831
H 0.4938 0.6509 -2.1619
H 1.3075 2.2372 -1.9679
H 2.5907 -1.2364 -1.2465
C 8.7534 -3.7616 -5.3982
C 10.2508 -3.8536 -4.8700
O 10.8381 -4.9885 -5.4638
H 8.1287 -2.9129 -5.1200
H 8.2762 -4.6996 -5.1144
H 8.8341 -3.7371 -6.4849
H 10.2676 -3.8929 -3.7808
H 10.7411 -2.9215 -5.1512
H 11.1982 -5.4428 -4.6986
C 9.9877 -4.0247 5.3009
C 11.4841 -3.6907 5.4677
O 11.7325 -2.2901 5.2699
H 9.6130 -3.8062 4.3009
H 9.3705 -3.6823 6.1315
H 9.9300 -5.0976 5.4842
H 12.1348 -4.2856 4.8268
H 11.8958 -3.9765 6.4357
H 12.6851 -2.1907 5.3347
C -1.4674 8.6604 -1.5780
C -2.7758 9.1514 -2.1965
O -2.6480 10.5036 -2.5898
H -1.2116 9.0836 -0.6066
H -0.6105 8.8249 -2.2313
H -1.5498 7.5759 -1.5049
H -3.6128 9.1479 -1.4982
H -3.1280 8.5914 -3.0628
H -3.5469 10.8209 -2.4760
C 5.1582 6.3717 -5.2046
C 5.1717 5.2768 -4.1190
O 5.0032 3.9708 -4.6437
H 5.3844 7.2681 -4.6273
H 4.1927 6.4186 -5.7083
H 5.8665 6.2196 -6.0190
H 4.4176 5.4461 -3.3504
H 6.1387 5.3066 -3.6169
H 4.5792 3.4005 -3.9982
C 1.4578 -5.4184 5.4007
C -0.0235 -5.9253 5.4064
O -0.4278 -5.9725 6.7795
H 1.9266 -5.5749 4.4291
H 2.0114 -6.0091 6.1306
H 1.4755 -4.4035 5.7977
H -0.1001 -6.9378 5.0100
H -0.6624 -5.2607 4.8249
H -0.4242 -5.0378 6.9984
C -0.4767 -5.6880 -4.4183
C 0.4324 -6.3684 -3.4357
O 0.9253 -5.5448 -2.4016
H -1.4635 -5.5513 -3.9761
H -0.6434 -6.3358 -5.2788
H 0.0024 -4.7314 -4.6271
H 1.2941 -6.6920 -4.0197
H 0.0743 -7.3558 -3.1445
H 1.4132 -6.1182 -1.8060
C 4.0905 1.6626 8.5807
C 3.7157 0.2349 8.4160
O 4.8980 -0.5008 8.1342
H 3.2583 2.2700 8.9366
H 4.4291 2.1544 7.6688
H 4.7857 1.6964 9.4196
H 3.0189 0.0545 7.5974
H 3.2815 -0.1753 9.3278
H 5.3350 -0.0650 7.3989
C 10.6043 3.5069 4.2459
C 9.5669 3.4546 5.3079
O 9.2074 2.1049 5.5277
H 11.5560 3.0284 4.4770
H 10.7439 4.5692 4.0455
H 10.1307 3.1358 3.3370
H 8.7284 4.1013 5.0494
H 9.9858 3.8607 6.2286
H 10.0051 1.5771 5.4458
C -5.3363 4.0843 2.3413
O -4.6666 3.4657 3.3883
H -4.6691 4.7040 1.7422
H -5.9227 3.4501 1.6764
H -6.0403 4.7649 2.8203
H -3.9445 4.0772 3.5504
C 10.5231 2.8202 -6.7593
O 11.4300 3.8159 -7.1105
H 9.5854 3.0273 -7.2751
H 10.7574 1.8062 -7.0835
H 10.2730 2.8638 -5.6993
H 11.6813 3.5766 -8.0056
C -2.2238 -0.4006 7.1817
O -1.9097 -1.3276 8.1555
H -3.1540 0.1319 7.3803
H -1.3829 0.2917 7.2218
H -2.2770 -0.9694 6.2534
H -1.8134 -0.9269 9.0226
C -0.4400 5.7742 7.1368
O -1.1622 5.9610 5.9641
H 0.6232 5.7679 6.8969
H -0.6752 6.5244 7.8918
H -0.6979 4.8042 7.5618
H -0.8411 6.7708 5.5609
```

Atomic partial charges in e from the Löwdin method, atoms 1 to 4: -0.029 -0.488 -0.154 -0.181

=====

[2]
190
Properties=species:S:1:pos:R:3 method="wB97M-V/def2-TZVPD" smiles=COC[C@H](C)N.COC[C@H](C)N.COCCNCCOC.COCCNCCOC.COCCNCCOC.COCCNCCOC.CC(C)O.CC(C)O.CC(C)O.CC(C)O.CC(C)O
C -7.6178 -6.9383 3.8495
C -8.5522 -7.8774 3.1208
C -7.8251 -8.4602 1.8752
O -9.0723 -8.9155 3.9081
H -8.2422 -6.3779 4.5453
H -7.1588 -6.2132 3.1775
H -6.8882 -7.4887 4.4436
H -9.4349 -7.3273 2.7946
H -7.3859 -7.6153 1.3448
H -8.5576 -8.9987 1.2738
H -7.0904 -9.2075 2.1748
H -9.8363 -9.2260 3.4167
C -0.2013 -10.1810 0.0692
C -1.1641 -10.8299 1.0093
C -1.7061 -9.9562 2.1143
O -2.2451 -11.3349 0.2596
H 0.2043 -10.9609 -0.5752
H 0.6367 -9.6602 0.5323
H -0.7644 -9.4087 -0.4548
H -0.6551 -11.6913 1.4419
H -0.9253 -9.5793 2.7749
H -2.4163 -10.5345 2.7053
H -2.3755 -9.1964 1.7110
H -2.6065 -12.0693 0.7612
C 5.1108 -0.5379 -2.7403
C 6.3586 -0.5759 -3.6121
C 6.2677 0.1888 -4.9728
O 7.3089 0.2030 -2.8642
H 5.2987 -0.5975 -1.6683
H 4.6705 -1.4912 -3.0323
H 4.5177 0.3257 -3.0412
H 6.7702 -1.5771 -3.7397
H 7.2341 0.1880 -5.4770
H 6.0052 1.2410 -4.8637
H 5.5493 -0.2449 -5.6684
H 7.2117 -0.1013 -1.9589
C -0.6229 9.2147 4.5311
C 0.7124 8.7313 3.9536
C 1.9769 9.0196 4.8451
O 0.5075 7.3178 3.7619
H -0.8621 8.9214 5.5533
H -1.3589 8.9496 3.7721
H -0.6732 10.3022 4.4768
H 0.6985 9.2010 2.9701
H 1.8515 9.9691 5.3655
H 2.8844 9.1591 4.2577
H 2.1507 8.2596 5.6068
H 1.3379 6.9116 3.5032
C -4.9431 3.4826 3.6966
C -5.7910 2.3752 4.1869
C -5.8121 2.1799 5.6834
O -7.0541 2.5695 3.6423
H -4.7601 3.5137 2.6225
H -3.9122 3.5139 4.0492
H -5.3501 4.4833 3.8419
H -5.4850 1.4167 3.7675
H -6.3278 1.2466 5.9094
H -6.2293 3.0193 6.2397
H -4.8050 2.1008 6.0927
H -6.9558 2.6588 2.6916
C 9.0177 -5.8395 -13.3636
O 8.9058 -5.4328 -11.9695
C 7.9887 -6.2057 -11.2211
C 7.9208 -5.6668 -9.8248
N 6.7789 -6.1344 -9.0387
C 6.6087 -5.3818 -7.8096
C 5.4091 -5.9322 -7.0054
O 4.1971 -5.3800 -7.5326
C 3.0478 -5.5492 -6.7409
H 9.4516 -4.9536 -13.8273
H 8.0179 -6.0007 -13.7669
H 9.5730 -6.7765 -13.4044
H 8.3705 -7.2266 -11.2214
H 7.0251 -6.1975 -11.7304
H 7.8122 -4.5860 -9.9150
H 8.8602 -5.8626 -9.3077
H 5.9958 -6.1612 -9.6760
H 6.4836 -4.3322 -8.0754
H 7.4928 -5.4435 -7.1750
H 5.5458 -5.5678 -5.9873
H 5.3647 -7.0211 -7.0252
H 2.2645 -5.0483 -7.3099
H 3.1939 -5.1149 -5.7519
H 2.7050 -6.5832 -6.7032
C 6.0746 4.2128 1.7695
O 6.3365 4.9013 3.0291
C 7.2614 4.2172 3.8968
C 8.7378 4.2915 3.3575
N 9.6094 3.5669 4.2716
C 11.0543 3.5573 3.9143
C 11.8994 4.8300 4.2511
O 12.3263 4.7857 5.6228
C 13.1005 5.8896 5.9810
H 7.0135 4.0936 1.2287
H 5.2139 4.6596 1.2719
H 5.7069 3.2331 2.0748
H 6.9384 3.2076 4.1508
H 7.1951 4.8203 4.8024
H 9.1544 5.2954 3.2743
H 8.7722 3.7698 2.4011
H 9.5415 3.9909 5.1858
H 11.2263 3.1992 2.8992
H 11.3609 2.7700 4.6030
H 11.2726 5.7077 4.0935
H 12.7236 4.9020 3.5415
H 14.0706 5.8770 5.4842
H 13.0994 6.1040 7.0497
H 12.6144 6.8322 5.7294
C 2.7078 -5.2091 5.4222
O 1.4876 -4.9589 6.0752
C 1.4699 -5.4067 7.4119
C 0.1999 -4.9166 8.1143
N -0.0126 -3.4718 8.1525
C 0.9923 -2.7753 9.0052
C 0.9424 -1.2723 8.5030
O 0.8282 -1.0737 7.1053
C 1.1874 0.2497 6.7586
H 2.7614 -4.8119 4.4085
H 2.8428 -6.2758 5.2432
H 3.5774 -4.8439 5.9684
H 2.3548 -5.1502 7.9944
H 1.5002 -6.4955 7.3717
H 0.0649 -5.2945 9.1278
H -0.6353 -5.3205 7.5420
H -0.0231 -3.1233 7.2046
H 1.9867 -3.1864 8.8311
H 0.7514 -2.7587 10.0681
H 1.8841 -0.8640 8.8698
H 0.1818 -0.7699 9.1007
H 2.2365 0.4610 6.9656
H 0.5792 1.0721 7.1352
H 1.0155 0.3878 5.6911
C -7.4548 1.4707 -5.7447
O -7.6096 1.7001 -4.3046
C -8.8718 1.1806 -3.7862
C -8.8540 1.5923 -2.2205
N -8.4196 2.9671 -1.9700
C -9.3992 3.9607 -2.5254
C -10.7969 3.9206 -1.8319
O -11.7478 2.9565 -2.3615
C -12.9233 2.7919 -1.5571
H -7.1404 0.4618 -6.0119
H -6.7254 2.1370 -6.2053
H -8.3493 1.8130 -6.2650
H -8.9769 0.0974 -3.8471
H -9.6952 1.6803 -4.2965
H -8.1403 0.8707 -1.8228
H -9.7055 1.4646 -1.5521
H -7.5516 3.0287 -2.4828
H -9.4897 3.9803 -3.6114
H -8.8805 4.9105 -2.3954
H -11.3179 4.8514 -2.0560
H -10.7416 3.8564 -0.7452
H -13.6092 3.6377 -1.5082
H -12.6462 2.4430 -0.5623
H -13.5937 2.0933 -2.0577
C -5.4020 7.7693 -6.4022
C -4.4442 8.8858 -6.0409
C -3.1122 8.4347 -5.4435
O -3.2487 7.5905 -4.3549
C -3.6701 8.1811 -3.1809
N -4.2978 9.7702 -7.1657
H -5.4317 7.0449 -5.5883
H -5.1465 7.4041 -7.3969
H -6.4119 8.1789 -6.4237
H -4.8387 9.4661 -5.2068
H -2.5006 9.2907 -5.1583
H -2.6021 7.9080 -6.2501
H -4.4371 8.9367 -3.3511
H -2.7943 8.7158 -2.8133
H -3.9904 7.4899 -2.4013
H -3.7110 10.5745 -6.9955
H -3.7708 9.2647 -7.8634
C -1.4845 -2.7724 0.2542
C -0.7956 -1.6468 0.9401
C -1.3966 -0.2908 0.6328
O -0.9245 0.0690 -0.6768
C -1.2114 1.4080 -0.9793
N -1.0494 -1.9048 2.3174
H -1.3404 -2.6762 -0.8219
H -2.5545 -2.8230 0.4561
H -1.0155 -3.7321 0.4712
H 0.2588 -1.7143 0.6723
H -0.9508 0.3900 1.3579
H -2.4847 -0.3536 0.6480
H -0.9326 1.6934 -1.9936
H -0.9064 2.1186 -0.2111
H -2.2970 1.4498 -1.0682
H -0.6646 -2.7835 2.6336
H -0.6168 -1.2009 2.8983

=====

In order of appearance, orbital gap = 8.04; 8.86 eV.
In order of appearance, calculated total energy = -3155.74573; -3320.61635 a.u..
In order of appearance, relative energy (zero: lowest compared OMol25 entry of this formula, charge and spin) = 0.000; 5.419 eV.